C21H43BFeO2P2 | ωB97M-V/def2-TZVPD

CARTESIAN COORDINATES (ANGSTROEM)
P (-0.8623, -6.1060, -2.7947)
P (2.2725, -5.9674, -2.1973)
C (0.2438, -7.3916, -3.5714)
C (1.5580, -7.5806, -2.8030)
H (0.4594, -7.0567, -4.5938)
H (-0.3032, -8.3414, -3.6492)
H (1.3817, -8.2073, -1.9199)
H (2.3030, -8.0967, -3.4243)
C (3.4846, -5.6411, -3.5655)
H (4.1384, -4.8116, -3.2776)
H (2.9506, -5.3433, -4.4730)
H (4.1025, -6.5205, -3.7866)
C (3.4499, -6.6445, -0.9321)
H (4.0832, -7.4412, -1.3415)
H (2.8840, -7.0414, -0.0833)
H (4.0907, -5.8381, -0.5611)
C (-1.9944, -5.8090, -4.2353)
H (-2.8300, -5.1764, -3.9188)
H (-2.3935, -6.7443, -4.6470)
H (-1.4505, -5.2778, -5.0228)
C (-1.9625, -7.2184, -1.7948)
H (-1.4112, -7.6135, -0.9362)
H (-2.3490, -8.0566, -2.3882)
H (-2.8069, -6.6381, -1.4089)
Fe (0.0000, 0.0000, 0.0000)
C (1.4702, -1.6378, 0.3423)
C (1.7041, -1.1408, -0.9358)
C (1.2566, -1.8094, -2.2254)
C (-0.1113, -1.2962, -2.7378)
C (-1.1145, -1.0107, -1.6424)
C (-1.3130, -1.7664, -0.4915)
C (-0.5994, -3.0697, -0.1721)
C (0.6727, -2.8756, 0.6885)
C (-1.5658, 1.3242, 0.3329)
H (2.0983, -1.2592, 1.1463)
H (2.4790, -0.3845, -1.0364)
H (1.2293, -2.8939, -2.0884)
H (2.0088, -1.6167, -2.9975)
H (0.0464, -0.3612, -3.2861)
H (-0.5301, -2.0129, -3.4607)
H (-1.8906, -0.2953, -1.9082)
H (-2.2165, -1.5666, 0.0798)
H (-0.3548, -3.5931, -1.1005)
H (-1.2898, -3.7207, 0.3741)
H (0.3770, -2.7886, 1.7395)
H (1.3093, -3.7710, 0.6184)
H (-1.5219, 1.7455, 1.3423)
H (-2.5416, 0.8422, 0.1899)
H (-1.4810, 2.1538, -0.3808)
C (0.8594, 4.3028, 0.2373)
C (1.8988, 3.5347, 1.0983)
C (3.1701, 4.4079, 1.1421)
O (2.1785, 2.3125, 0.4566)
B (1.2416, 1.4028, 1.1306)
O (0.6636, 1.9414, 2.3666)
C (1.3628, 3.1443, 2.5342)
C (2.4922, 2.8710, 3.5601)
C (0.4176, 4.2012, 3.1469)
H (1.2485, 4.4561, -0.7924)
H (0.6397, 5.3036, 0.6667)
H (-0.0912, 3.7503, 0.1607)
H (3.5154, 4.6393, 0.1125)
H (2.9659, 5.3648, 1.6709)
H (4.0053, 3.8844, 1.6488)
H (3.0593, 3.7985, 3.7874)
H (2.0590, 2.5035, 4.5158)
H (3.1939, 2.0973, 3.1831)
H (-0.4829, 4.3525, 2.5156)
H (0.0508, 3.8623, 4.1402)
H (0.9402, 5.1722, 3.2735)

Computed properties:
E_LUMO (spin up / spin down): 0.28 / -0.18 eV
energy relative to the best compared isomer or geometry (same formula, charge and spin): 0.0 kcal/mol
HOMO energy (spin up / spin down): -5.15 / -7.84 eV
2S+1: 5
gap between HOMO and LUMO (spin up / spin down): 5.4341 / 7.6555 eV
charge: 0


C38H46HgIN3O3SSi2Te | ωB97M-V/def2-TZVPD

CARTESIAN COORDINATES (ANGSTROEM)
Hg (-0.0775, 0.4587, 0.3555)
O (2.7821, -1.0374, -3.0037)
C (2.2221, -0.7094, -1.9608)
N (0.9141, -0.6560, -1.6456)
C (-0.0711, -0.7785, -2.6109)
O (0.0994, -0.9199, -3.8265)
C (-1.4410, -0.7486, -2.0669)
C (-2.5357, -0.9312, -2.9209)
C (-3.8181, -1.0280, -2.4386)
C (-4.0127, -0.9684, -1.0159)
C (-2.9297, -0.7329, -0.2209)
N (-1.6690, -0.5854, -0.6918)
C (3.1384, -0.3282, -0.7985)
C (4.3234, 0.3436, -1.0833)
C (5.1210, 0.7671, -0.0368)
C (4.7402, 0.4650, 1.2636)
C (3.5709, -0.2521, 1.4475)
N (2.7802, -0.6299, 0.4463)
H (-2.3128, -1.0153, -3.9769)
H (-4.6540, -1.1799, -3.1094)
H (-4.9885, -1.0984, -0.5648)
H (-3.0391, -0.6402, 0.8568)
H (4.5732, 0.5273, -2.1189)
H (6.0272, 1.3298, -0.2276)
H (5.3300, 0.7780, 2.1152)
H (3.2370, -0.5213, 2.4465)
I (-0.1429, 1.2579, 3.5831)
C (0.9438, 2.9290, 2.9472)
C (1.3098, 3.7786, 3.9538)
C (2.0367, 4.9512, 3.6754)
C (2.3667, 5.2398, 2.3873)
C (1.9969, 4.3753, 1.3286)
C (2.3541, 4.7217, 0.0034)
C (2.0277, 3.9007, -1.0300)
C (1.3380, 2.6973, -0.7751)
C (0.9483, 2.3114, 0.4869)
C (1.2736, 3.1675, 1.5808)
H (1.0348, 3.5527, 4.9753)
H (2.3200, 5.6101, 4.4869)
H (2.9219, 6.1386, 2.1431)
H (2.8918, 5.6490, -0.1609)
H (2.2987, 4.1543, -2.0481)
H (1.1254, 2.0493, -1.6203)
C (-2.5476, 7.4328, -4.7144)
C (-2.5979, 6.2893, -3.7358)
C (-2.2731, 6.4756, -2.3976)
C (-2.2888, 5.4145, -1.5000)
C (-2.6420, 4.1572, -1.9502)
C (-2.9520, 3.9387, -3.2857)
C (-2.9388, 5.0069, -4.1668)
S (-2.5977, 2.7867, -0.7967)
C (-4.3810, 2.5854, -0.6583)
O (-2.1677, 3.3486, 0.5109)
H (-2.4534, 8.3887, -4.1989)
H (-3.4466, 7.4670, -5.3322)
H (-1.6931, 7.3317, -5.3871)
H (-1.9946, 7.4646, -2.0505)
H (-2.0193, 5.5374, -0.4571)
H (-3.1844, 2.9380, -3.6369)
H (-3.1820, 4.8411, -5.2111)
H (-4.8146, 3.5369, -0.3503)
H (-4.5348, 1.8162, 0.0956)
H (-4.7868, 2.2410, -1.6104)
C (-0.9521, -2.1558, 5.4083)
Si (-0.5575, -3.7965, 4.5931)
C (-1.6096, -5.1449, 5.3716)
C (1.2500, -4.2052, 4.8610)
C (-0.9661, -3.7093, 2.7722)
Te (0.4112, -2.5982, 1.5433)
C (-0.2468, -3.5623, -0.2435)
Si (0.9056, -4.9098, -0.8353)
C (0.9757, -6.2616, 0.4724)
C (2.6094, -4.2206, -1.1481)
C (0.2028, -5.6111, -2.4276)
H (-0.6412, -2.1481, 6.4570)
H (-2.0233, -1.9400, 5.3709)
H (-0.4235, -1.3421, 4.9038)
H (-1.4181, -5.2269, 6.4457)
H (-1.3931, -6.1159, 4.9175)
H (-2.6751, -4.9412, 5.2346)
H (1.4717, -4.2590, 5.9313)
H (1.9035, -3.4547, 4.4115)
H (1.5046, -5.1709, 4.4143)
H (-1.9679, -3.2998, 2.6189)
H (-0.9610, -4.7255, 2.3652)
H (-0.3451, -2.7770, -0.9910)
H (-1.2549, -3.9256, -0.0253)
H (1.2680, -5.8432, 1.4406)
H (1.7081, -7.0299, 0.2070)
H (0.0036, -6.7503, 0.5878)
H (3.0114, -3.7321, -0.2556)
H (2.5979, -3.4824, -1.9563)
H (3.2988, -5.0231, -1.4301)
H (-0.7666, -6.0883, -2.2590)
H (0.8751, -6.3543, -2.8673)
H (0.0649, -4.8080, -3.1571)

Computed properties:
E_LUMO (spin up / spin down): 2.13 / 2.13 eV
energy relative to the best compared isomer or geometry (same formula, charge and spin): 2.4 kcal/mol
HOMO energy (spin up / spin down): -2.13 / -5.09 eV
2S+1: 2
gap between HOMO and LUMO (spin up / spin down): 4.2673 / 7.2145 eV
charge: -1


C25H22I2N3OSTi | ωB97M-V/def2-TZVPD

CARTESIAN COORDINATES (ANGSTROEM)
Ti (-2.2868, 0.2485, 0.7722)
I (0.5382, -5.0730, -1.4596)
C (-0.8715, -3.7216, -0.7164)
C (-1.6894, -3.0202, -1.6011)
C (-2.6180, -2.1130, -1.1148)
I (-3.6832, -0.8884, -2.4073)
C (-2.7595, -1.9281, 0.2646)
O (-3.6212, -1.0095, 0.7601)
C (-1.8504, -2.5457, 1.1519)
C (-1.8344, -2.1200, 2.5944)
N (-1.9055, -0.6389, 2.7004)
C (-0.7473, 0.0941, 3.2047)
C (-0.9706, 1.5716, 2.9625)
C (-0.2387, 2.5220, 3.6595)
C (-0.4939, 3.8682, 3.4432)
C (-1.4807, 4.2265, 2.5366)
C (-2.1623, 3.2281, 1.8653)
N (-1.9215, 1.9192, 2.0682)
C (-0.9394, -3.4678, 0.6538)
H (-1.5852, -3.1675, -2.6674)
H (-0.9266, -2.4858, 3.0818)
H (-2.6906, -2.5371, 3.1354)
H (-2.7102, -0.4005, 3.2789)
H (0.1508, -0.2525, 2.6705)
H (-0.5782, -0.0528, 4.2794)
H (0.5024, 2.2096, 4.3810)
H (0.0593, 4.6229, 3.9836)
H (-1.7244, 5.2615, 2.3528)
H (-2.9386, 3.4653, 1.1432)
H (-0.2502, -3.9624, 1.3252)
N (-0.6302, 0.5894, -0.3741)
S (0.5742, -0.4353, -0.7777)
C (2.1062, 0.4291, -0.4418)
C (2.5428, 1.4847, -1.2330)
C (3.7146, 2.1380, -0.8893)
C (4.4380, 1.7287, 0.2222)
C (4.0027, 0.6635, 0.9957)
C (2.8301, 0.0052, 0.6656)
C (0.5641, -0.5811, -2.5663)
C (-0.1052, 0.3271, -3.3711)
C (-0.0535, 0.1684, -4.7460)
C (0.6545, -0.8861, -5.2979)
C (1.3072, -1.8005, -4.4822)
C (1.2654, -1.6539, -3.1046)
H (-0.5312, 1.5238, -0.7697)
H (1.9925, 1.7702, -2.1207)
H (4.0749, 2.9556, -1.4971)
H (5.3594, 2.2338, 0.4748)
H (4.5857, 0.3346, 1.8431)
H (2.4952, -0.8480, 1.2410)
H (-0.6898, 1.1285, -2.9374)
H (-0.5697, 0.8688, -5.3862)
H (0.6931, -1.0016, -6.3713)
H (1.8419, -2.6308, -4.9183)
H (1.7647, -2.3650, -2.4599)

Computed properties:
E_LUMO (spin up / spin down): -6.16 / -6.10 eV
HOMO energy (spin up / spin down): -13.92 / -14.02 eV
2S+1: 2
gap between HOMO and LUMO (spin up / spin down): 7.7668 / 7.9197 eV
charge: +2


C9H19NO2 | ωB97M-V/def2-TZVPD

CARTESIAN COORDINATES (ANGSTROEM)
O (0.9676, 4.6406, -2.5810)
O (0.4183, 2.0346, -1.5080)
N (0.6585, -1.9066, 0.1373)
C (-0.0953, 3.8059, -3.1409)
C (-0.6618, 2.7011, -2.2160)
C (-0.0157, 0.8918, -0.7271)
C (0.6233, -3.2060, 0.8202)
C (-0.7046, -3.2542, 1.5596)
C (-0.6783, -2.1699, 2.6326)
C (0.9678, 0.5848, 0.3484)
C (-0.4999, -0.7851, 1.9590)
C (0.7729, -0.7698, 1.0747)
H (1.5574, 3.9687, -2.1387)
H (-0.1741, -1.8000, -0.4172)
H (-0.9044, 4.4346, -3.5165)
H (0.2881, 3.2814, -4.0228)
H (-1.3679, 3.1438, -1.5048)
H (-1.1882, 1.9649, -2.8275)
H (-1.0040, 1.1061, -0.2301)
H (-0.1340, 0.0482, -1.3693)
H (0.6178, -4.0270, 0.0819)
H (1.5062, -3.2865, 1.4679)
H (-0.8620, -4.2449, 2.0054)
H (-1.5192, -3.0715, 0.8764)
H (-1.5737, -2.2119, 3.2437)
H (0.1500, -2.3883, 3.3044)
H (1.0351, 1.4215, 1.0258)
H (1.9481, 0.5652, -0.0797)
H (-0.4548, 0.0022, 2.7166)
H (-1.3567, -0.5683, 1.3429)
H (1.6832, -0.9053, 1.6826)

Computed properties:
E_LUMO: 0.95 eV
energy relative to the best compared isomer or geometry (same formula, charge and spin): 44.9 kcal/mol
HOMO energy: -8.53 eV
gap between HOMO and LUMO: 9.4800 eV
charge: 0


C3H6N3P | ωB97M-V/def2-TZVPD

CARTESIAN COORDINATES (ANGSTROEM)
C (2.1434, 0.8918, -0.3608)
C (0.8037, 0.6020, -0.5500)
C (-2.5361, -0.2726, 0.3233)
N (3.0953, 0.2087, 0.1682)
N (3.9175, -0.3372, 0.6784)
N (0.2591, -0.4996, -0.1280)
P (-1.1275, -1.2910, -0.3012)
H (2.6652, 1.7440, -0.7747)
H (0.1518, 1.2431, -1.2135)
H (-3.3146, -0.7762, 0.8003)
H (-2.9149, 0.4234, -0.5001)
H (-2.1383, 0.4602, 1.1194)
H (-1.0045, -2.3967, 0.7387)

Computed properties:
E_LUMO (spin up / spin down): 0.29 / 0.29 eV
energy relative to the best compared isomer or geometry (same formula, charge and spin): 76.2 kcal/mol
HOMO energy (spin up / spin down): -7.43 / -7.42 eV
gap between HOMO and LUMO (spin up / spin down): 7.7125 / 7.7117 eV
charge: 0


C5H9N2 | ωB97M-V/def2-TZVPD

CARTESIAN COORDINATES (ANGSTROEM)
C (-1.3275, 0.5436, -0.3786)
C (-0.3882, -0.5456, -0.7051)
C (-1.7855, 0.5339, 0.8001)
C (0.9003, -0.0107, -0.3719)
C (2.1250, -0.7565, -0.8579)
N (1.0578, 1.1052, 0.2315)
N (-2.1805, 0.5527, 1.9756)
H (-1.5730, 1.2420, -1.1629)
H (-0.7923, -1.2880, -0.0808)
H (-0.3762, -1.0396, -1.7781)
H (1.8345, -1.7227, -1.2872)
H (2.7127, -0.9381, -0.0109)
H (2.5427, -0.1067, -1.6022)
H (2.0132, 1.4271, 0.2786)
H (-1.8245, 1.0370, 2.7238)
H (-2.9385, -0.0336, 2.2260)

Computed properties:
E_LUMO: -4.49 eV
energy relative to the best compared isomer or geometry (same formula, charge and spin): 97.4 kcal/mol
HOMO energy: -13.72 eV
gap between HOMO and LUMO: 9.2311 eV
charge: +1


C9H7N3OS | ωB97M-V/def2-TZVPD

CARTESIAN COORDINATES (ANGSTROEM)
C (0.4566, -1.3117, -2.4769)
C (0.9854, -1.6720, -1.1560)
C (-0.8569, -1.3590, -2.6003)
C (-0.0140, 2.4810, -0.8691)
C (-0.9994, 2.2400, 0.9569)
C (-0.0759, -1.9607, -0.3572)
C (0.5843, 0.3146, 3.1106)
C (-0.0528, -2.0478, 1.0487)
C (0.2496, 0.3202, 1.7939)
N (-0.8980, 3.0671, -0.0771)
N (0.4631, 1.3126, -0.4637)
N (-0.0856, 1.2164, 0.7858)
O (-0.1713, -2.6365, 2.0312)
S (-1.6593, -1.7040, -1.0598)
H (1.1851, -1.1867, -3.3749)
H (1.9698, -1.6421, -0.8474)
H (-1.3052, -1.0343, -3.4738)
H (0.1264, 2.7242, -1.9860)
H (-1.4913, 2.3855, 1.9195)
H (0.7895, 1.1976, 3.6537)
H (0.8001, -0.7044, 3.4420)

Computed properties:
E_LUMO (spin up / spin down): -0.37 / -0.37 eV
energy relative to the best compared isomer or geometry (same formula, charge and spin): 145.5 kcal/mol
HOMO energy (spin up / spin down): -7.39 / -7.39 eV
gap between HOMO and LUMO (spin up / spin down): 7.0233 / 7.0176 eV
charge: 0


C27H34FN7NiO4PS | ωB97M-V/def2-TZVPD

CARTESIAN COORDINATES (ANGSTROEM)
Ni (-0.8949, 0.1135, -0.9658)
N (-2.1707, -2.4855, -0.0918)
C (-3.0692, -1.6298, 0.3849)
N (-4.0145, -1.9573, 1.2034)
C (-4.6157, -0.9098, 1.8609)
N (-5.8034, -1.1730, 2.4497)
N (-4.0708, 0.2851, 1.9858)
C (-3.0567, 0.5581, 1.1548)
N (-2.9427, -0.2432, -0.0802)
C (-1.9576, 1.4230, 1.5001)
C (-1.8827, 1.9793, 2.7828)
C (-0.7489, 2.6784, 3.1378)
C (0.2746, 2.8197, 2.2077)
C (0.0993, 2.2742, 0.9478)
N (-0.9903, 1.6011, 0.5835)
H (-2.0663, -3.3643, 0.3922)
H (-1.3484, -2.0995, -0.5504)
H (-6.0413, -2.1433, 2.5730)
H (-6.1134, -0.5267, 3.1573)
H (-2.6983, 1.8186, 3.4738)
H (-0.6529, 3.1000, 4.1301)
H (1.1860, 3.3516, 2.4448)
H (0.8572, 2.3838, 0.1792)
C (6.5684, -1.5113, 0.2720)
C (5.9785, -0.1169, 0.4558)
C (6.4382, 0.5767, 1.7285)
C (5.9652, -0.1914, 2.9545)
C (4.4804, -0.4507, 2.8779)
C (3.7438, -0.6673, 4.0197)
C (2.3699, -0.8754, 3.9422)
F (1.6886, -1.0612, 5.0878)
C (1.7055, -0.8834, 2.7531)
C (2.4296, -0.6651, 1.5751)
C (1.7094, -0.6279, 0.2963)
O (0.5080, -0.9595, 0.2612)
C (2.4754, -0.1991, -0.8299)
C (3.8268, -0.0475, -0.6960)
N (4.5020, -0.1901, 0.4553)
C (3.8104, -0.4458, 1.6349)
C (1.8770, 0.1737, -2.1673)
O (2.5889, 0.1179, -3.1698)
O (0.6597, 0.5684, -2.1469)
H (7.6579, -1.4727, 0.3134)
H (6.2742, -1.9165, -0.6969)
H (6.2130, -2.1977, 1.0428)
H (6.2545, 0.4953, -0.4013)
H (6.0212, 1.5867, 1.7471)
H (7.5239, 0.6708, 1.7190)
H (6.1868, 0.3685, 3.8631)
H (6.5013, -1.1406, 3.0339)
H (4.2237, -0.6633, 4.9915)
H (0.6366, -1.0416, 2.6993)
H (4.4078, 0.2027, -1.5760)
C (-5.7441, 0.4371, -0.6506)
P (-4.0723, 0.2109, -1.2851)
C (-4.2784, -1.1678, -2.4067)
C (-3.6392, 1.8738, -1.7864)
H (-6.3172, 0.8506, -1.4877)
H (-5.7671, 1.1466, 0.1733)
H (-6.2031, -0.4993, -0.3423)
H (-4.6579, -0.7821, -3.3539)
H (-5.0086, -1.8384, -1.9582)
H (-3.3306, -1.6654, -2.5851)
H (-3.9035, 2.0165, -2.8349)
H (-2.5679, 2.0199, -1.6594)
H (-4.2088, 2.5613, -1.1642)
C (-0.1018, -0.7108, -4.8501)
S (-1.0844, 0.6078, -4.1617)
C (-2.3273, 0.6183, -5.4585)
O (-1.8626, -0.0122, -2.9930)
H (0.2595, -0.3858, -5.8273)
H (-0.7348, -1.5947, -4.9320)
H (0.7510, -0.8714, -4.1942)
H (-1.8461, 0.8635, -6.4072)
H (-3.0571, 1.3932, -5.2255)
H (-2.8026, -0.3609, -5.5107)

Computed properties:
E_LUMO (spin up / spin down): -2.04 / -3.57 eV
energy relative to the best compared isomer or geometry (same formula, charge and spin): 104.9 kcal/mol
HOMO energy (spin up / spin down): -9.44 / -8.80 eV
2S+1: 3
gap between HOMO and LUMO (spin up / spin down): 7.4001 / 5.2258 eV
charge: +1


What is the charge in the second record?
-1


Which of these has the lowest charge?
C38H46HgIN3O3SSi2Te


Number 7 is which compound?
C9H7N3OS